No. 1
Below is a cluster of 2 separate species, C3H3NO2 in total, with properties calculated with the ωB97M-V functional and the def2-TZVPD basis.

Positions of all 9 atoms, in Å:
O1 1.6422 -0.1881 0.2045
C1 0.7382 0.7160 -0.0773
C2 0.4021 1.7192 -0.8619
O2 -0.4740 0.9415 0.3875
C3 -1.3604 -1.6280 0.3042
N1 -0.3680 -2.2013 0.1756
H1 1.2271 -1.0721 0.3016
H2 0.4636 2.7901 -0.8631
H3 -2.2709 -1.0772 0.4288

Max |F|, Eh/bohr: 0.0226
Orbital gap, hartree: 0.350
HOMO energy, Eh: -0.31497
SMILES: OC1=CO1.C#N
ΔE to the lowest compared entry with this formula, charge and spin, kcal per mole: 120.1

No. 2
Below is a structure of composition C24H42N2OP2Pb, with properties calculated with the ωB97M-V functional and the def2-TZVPD basis.

Positions of all 72 atoms, in Å:
Pb1 0.0987 -0.0131 0.3872
P1 -2.0508 -1.6843 0.2410
P2 2.0674 1.7002 -0.2095
N1 0.8240 -1.1486 -1.4239
H1 -2.9294 1.6499 1.8443
C1 -3.4860 -1.2904 -0.7930
H2 -4.2899 -2.0216 -0.6430
H3 -3.1855 -1.2932 -1.8481
H4 -3.8571 -0.2842 -0.5594
C2 -2.6773 -1.7860 1.9480
H5 -3.5881 -2.3981 1.9843
H6 -2.8998 -0.7751 2.3204
H7 -1.9194 -2.2155 2.6159
C3 -1.5460 -3.3721 -0.2111
H8 -2.3416 -4.0932 0.0189
H9 -0.6357 -3.6667 0.3251
H10 -1.3082 -3.3992 -1.2828
C4 1.8192 3.0491 -1.3937
H11 2.7187 3.6750 -1.4595
H12 0.9635 3.6653 -1.0863
H13 1.5898 2.6324 -2.3831
C5 2.4658 2.4792 1.3799
H14 3.2795 3.2056 1.2548
H15 2.7432 1.7412 2.1428
H16 1.5813 2.9877 1.7895
C6 3.5332 0.7729 -0.7438
H17 4.4238 1.4153 -0.7193
H18 3.3741 0.3833 -1.7585
H19 3.6840 -0.0965 -0.0884
C7 1.4245 -2.0944 -2.0564
C8 1.6673 -3.0767 -4.3007
C9 1.0947 -2.1526 -3.4674
C10 2.3837 -3.0800 -1.5709
C11 2.9218 -4.0118 -2.4214
C12 2.5865 -4.0191 -3.7902
H20 1.4058 -3.0735 -5.3620
H21 0.3701 -1.3885 -3.7882
H22 2.6669 -3.0330 -0.5084
H23 3.6295 -4.7502 -2.0232
H24 3.0402 -4.7471 -4.4552
C13 -2.1879 2.3388 1.4013
O1 -1.1909 1.6387 0.7452
C14 -2.8816 3.1311 0.2986
H25 -3.1616 4.1422 0.5816
H26 -3.7756 2.6090 -0.0429
H27 -2.2350 3.2097 -0.5771
C15 -1.5681 3.1441 2.5208
H28 -1.1911 4.0875 2.1221
H29 -0.6917 2.6442 2.9313
H30 -2.2459 3.3641 3.3469
C16 2.6861 1.2248 4.6744
N2 1.3435 1.6177 4.2773
C17 0.9046 2.7358 5.1111
C18 0.3755 0.5394 4.2533
C19 0.8407 -0.7451 3.6218
C20 1.3696 -1.7098 4.4946
C21 1.8025 -2.9455 4.0128
C22 1.7099 -3.2628 2.6511
C23 1.2019 -2.2791 1.7799
C24 0.7788 -1.0578 2.2845
H31 3.2940 2.1377 4.6353
H32 3.0878 0.4796 3.9839
H33 2.7047 0.8189 5.7020
H34 -0.1062 3.0562 4.8382
H35 0.9036 2.4656 6.1849
H36 1.5978 3.5738 4.9698
H37 0.0994 0.2781 5.2913
H38 -0.5130 0.9485 3.7574
H39 1.4265 -1.4565 5.5596
H40 2.2124 -3.6785 4.7049
H41 2.0125 -4.2085 2.2107
H42 1.1391 -2.4703 0.7114

Max |F|, Eh/bohr: 0.0952
Orbital gap (spin up / spin down), hartree: 0.182 / 0.182
HOMO energy (spin up / spin down), Eh: -0.19141 / -0.19138
ΔE to the lowest compared entry with this formula, charge and spin, kcal per mole: 0.0

no.,total energy (hartree)
1,-321.18633
2,-1999.79341